DFT (ωB97M-V with the def2-TZVPD basis set) results for C25H39Br2Cl48NNbO as an isolated structure at a distorted geometry.

Results
frontier orbital gap = 6.37 eV
charge = -1
HOMO = -5.21 eV

```
117
Properties=species:S:1:pos:R:3:forces:R:3
C -0.1444 5.3076 4.6097 0.02 -0.16 -0.07
C -1.3789 5.5124 3.7307 0.09 0.15 0.09
C -1.0866 5.5978 2.2214 -0.32 0.11 0.06
C -1.4987 4.3686 1.3990 -0.38 0.23 -0.53
O -0.4174 3.7089 0.7890 -0.02 0.09 1.27
Nb 1.1848 2.7636 1.1771 -1.07 -0.02 -1.46
Br 0.0609 1.4580 3.1068 -0.08 -0.01 0.19
C 0.9325 0.9254 -0.1108 1.02 -0.31 0.50
C 1.2952 -0.4549 0.4616 -0.26 -0.12 0.03
N 2.0525 -1.2721 -0.5101 0.04 0.04 0.00
C 2.4333 3.5885 -0.5310 0.52 -0.03 0.59
Br 1.3328 4.8454 -1.6000 -0.02 -0.10 -0.10
C 3.7484 4.2467 -0.0440 -0.02 0.06 -0.14
C 4.2745 5.4573 -0.8155 0.10 -0.09 -0.08
H 0.1960 4.2704 4.5891 0.01 0.05 -0.05
H -0.3510 5.5760 5.6495 0.00 -0.05 -0.01
H 0.6861 5.9225 4.2553 -0.04 0.03 0.06
H -2.1072 4.7175 3.9212 0.02 0.02 0.01
H -1.8703 6.4407 4.0400 0.01 -0.01 -0.01
H -0.0302 5.8119 2.0449 -0.01 -0.11 -0.03
H -1.6490 6.4482 1.8228 0.16 -0.05 -0.01
H -2.0585 3.6560 2.0178 0.21 -0.08 0.04
H -2.1855 4.6849 0.6038 0.05 -0.03 -0.01
H 1.9683 4.0081 2.2865 0.30 -0.33 -0.12
H 2.7315 1.9348 1.6608 0.08 0.11 0.16
H -0.1431 0.9601 -0.3233 0.05 0.16 -0.17
H 1.4958 1.0420 -1.0399 -0.25 0.07 -0.12
H 1.8390 -0.3588 1.4079 -0.02 0.04 -0.03
H 0.3760 -1.0092 0.6819 0.04 0.03 0.08
H 2.2730 -2.1736 -0.0943 -0.04 -0.01 -0.04
H 2.9476 -0.8175 -0.6640 -0.10 -0.02 -0.08
H 2.6809 2.7982 -1.2368 -0.11 0.16 -0.16
H 3.6515 4.5192 1.0057 0.05 0.00 -0.03
H 4.4977 3.4494 -0.0912 -0.04 -0.01 0.10
H 3.6979 6.3567 -0.5936 -0.01 -0.03 -0.04
H 4.2441 5.3007 -1.8951 -0.01 0.01 0.04
H 5.3169 5.6451 -0.5381 -0.04 0.03 0.03
C 4.9837 2.1532 -3.7675 0.05 -0.02 -0.02
Cl 6.0609 3.2445 -2.8951 0.02 -0.04 0.02
Cl 4.6224 0.7285 -2.7910 -0.08 0.01 -0.04
Cl 3.5101 2.9741 -4.2695 0.00 -0.05 0.09
H 5.5016 1.8203 -4.6572 -0.01 0.00 0.00
C 4.8815 7.0332 -4.9322 0.01 0.02 -0.03
Cl 5.7938 7.8371 -3.6501 0.01 0.00 0.00
Cl 5.7948 5.6613 -5.5762 0.01 0.05 -0.06
Cl 3.2997 6.5375 -4.3622 -0.05 0.01 0.03
H 4.7521 7.7414 -5.7397 0.01 0.01 0.02
C -4.9153 8.1062 3.6046 0.06 -0.05 0.07
Cl -3.5897 8.2617 2.4571 -0.06 0.13 -0.08
Cl -6.4325 8.7015 2.9242 0.03 0.01 -0.01
Cl -5.0678 6.4366 4.1395 -0.09 -0.04 0.02
H -4.6784 8.7176 4.4658 -0.03 -0.03 0.02
C -4.4331 5.7562 8.2646 -0.04 0.01 0.00
Cl -3.0754 6.2661 7.2741 0.09 0.01 -0.03
Cl -5.6813 7.0095 8.3212 0.00 0.00 0.00
Cl -5.1031 4.2330 7.6853 -0.01 -0.01 -0.01
H -4.0777 5.6025 9.2748 0.00 0.00 -0.01
C -0.3436 -1.9702 4.1307 0.08 0.18 -0.15
Cl 0.4609 -1.4375 5.5947 -0.07 0.07 0.10
Cl 0.7644 -2.9367 3.1368 0.05 -0.06 0.08
Cl -1.8186 -2.8696 4.4876 0.01 -0.03 0.02
H -0.6006 -1.0837 3.5597 0.00 -0.03 -0.03
C 3.0586 -4.9569 7.5664 0.10 -0.08 -0.05
Cl 3.9796 -3.8406 8.5794 0.01 0.01 0.00
Cl 1.7910 -5.7549 8.5073 -0.01 0.00 0.00
Cl 2.3931 -4.1403 6.1662 -0.08 -0.01 0.08
H 3.7432 -5.7220 7.2229 0.00 0.00 0.00
C -2.9669 -4.9088 0.4275 0.03 0.03 -0.03
Cl -4.2008 -5.3204 1.6228 -0.01 0.00 0.00
Cl -1.4231 -4.5840 1.1950 -0.02 -0.01 -0.01
Cl -2.8212 -6.1844 -0.7869 -0.02 -0.12 0.01
H -3.2868 -4.0098 -0.0830 -0.01 -0.01 0.01
C 6.6252 -5.4825 4.7652 0.01 -0.01 -0.04
Cl 7.6272 -4.0668 5.0629 0.04 -0.02 0.06
Cl 6.4076 -6.4229 6.2534 0.01 0.00 0.01
Cl 5.0756 -5.0305 4.0771 -0.08 -0.16 0.09
H 7.1410 -6.1172 4.0570 0.00 0.00 0.01
C -8.7307 12.1768 1.6083 -0.01 0.03 -0.03
Cl -10.1466 12.5991 2.5757 0.00 0.00 0.00
Cl -7.2444 12.4779 2.5024 0.01 0.00 0.01
Cl -8.8181 10.5056 1.0595 -0.02 -0.02 -0.01
H -8.7281 12.8131 0.7333 0.00 0.00 0.01
C -4.8182 -3.4639 -3.0602 0.00 -0.04 -0.01
Cl -5.4490 -2.1080 -3.9927 -0.01 0.01 -0.01
Cl -3.0817 -3.3208 -2.8243 0.03 0.10 -0.04
Cl -5.6630 -3.6158 -1.5162 0.00 0.01 0.01
H -5.0007 -4.3708 -3.6204 -0.01 0.06 0.03
C -1.5318 5.3045 -4.4685 0.06 -0.14 0.03
Cl -0.5838 6.5679 -3.7101 -0.07 0.23 -0.09
Cl -3.0623 5.0597 -3.6287 -0.02 0.01 0.01
Cl -1.8088 5.6505 -6.1844 0.01 0.00 0.01
H -0.9653 4.3835 -4.4036 -0.01 0.00 0.02
C 4.9907 -1.4376 1.7439 -0.07 -0.06 -0.04
Cl 5.3505 -0.6534 0.2021 0.22 0.05 0.10
Cl 6.3562 -2.4483 2.2646 0.02 0.20 -0.14
Cl 4.5527 -0.2712 2.9680 0.01 0.01 0.03
H 4.1453 -2.0950 1.5822 -0.02 0.01 0.00
C -3.2375 -8.0380 -4.6381 0.03 0.01 -0.02
Cl -1.6366 -7.4760 -4.1476 -0.03 0.06 0.02
Cl -3.7545 -9.3936 -3.6456 -0.02 -0.02 0.02
Cl -4.4119 -6.7219 -4.5804 -0.01 -0.06 -0.02
H -3.1785 -8.3727 -5.6657 0.01 0.00 0.01
C 1.6470 -7.7304 -5.9780 -0.05 -0.04 0.02
Cl 2.7541 -7.0355 -4.8045 0.02 0.01 0.00
Cl 0.9832 -6.4996 -7.0454 -0.01 0.01 -0.02
Cl 2.4345 -9.0133 -6.9121 0.06 -0.02 -0.03
H 0.8241 -8.1838 -5.4416 0.01 0.00 0.01
C -0.5422 -11.3573 -7.4730 0.05 0.00 -0.07
Cl -1.2014 -12.8597 -6.8207 -0.02 0.01 0.06
Cl -1.0514 -11.1142 -9.1388 -0.01 0.00 -0.02
Cl -1.0037 -9.9889 -6.4630 -0.05 -0.01 0.05
H 0.5382 -11.4257 -7.4552 -0.01 0.01 0.02
C -2.6532 -16.2820 -6.8792 0.01 0.00 0.00
Cl -3.8847 -15.9058 -8.0813 0.00 0.01 -0.02
Cl -3.2831 -16.0741 -5.2465 0.01 0.01 0.01
Cl -2.0198 -17.9120 -7.1104 0.00 -0.01 0.00
H -1.8337 -15.5881 -7.0119 0.00 -0.02 -0.02
```
Forces are in eV/Å.

These are the Mulliken partial charges, in e, on atoms 1 to 6: -1.087, 0.217, -0.037, -0.723, -0.391, -0.422

=====

DFT (ωB97M-V with the def2-TZVPD basis set) results for C24H23IN9O2S4SbTa as an isolated structure at a distorted geometry.

Results
frontier orbital gap = 6.77 eV
relative energy (zero: lowest compared OMol25 entry of this formula, charge and spin) = 17.4 kcal per mole
charge = +1
HOMO = -10.89 eV

```
65
Properties=species:S:1:pos:R:3:forces:R:3
Ta 7.6939 10.5739 12.3658 -2.22 1.86 -0.03
C 9.2060 6.5545 11.6506 -1.51 0.20 -0.17
C 8.5394 6.9728 10.3594 -0.14 -0.45 0.07
N 8.3941 6.2012 9.2792 0.58 -0.28 0.33
C 7.8935 6.6605 8.1218 0.13 0.08 1.47
C 7.4644 7.9579 7.9752 -0.82 0.09 0.05
C 6.7931 8.4097 6.6640 -0.55 -1.23 1.38
O 5.7207 9.2962 6.8105 -1.17 -0.17 0.22
C 7.5325 8.7523 9.1295 0.54 -0.39 -0.26
C 7.1669 10.1075 9.0060 0.00 2.25 1.88
N 7.2190 11.0312 9.9467 -0.64 -0.36 -1.18
C 6.6299 12.2680 9.4531 -0.53 0.15 0.65
C 7.4248 13.3885 9.3062 0.55 0.15 -0.27
C 6.9032 14.5750 8.7680 2.15 -0.67 -0.18
C 5.6175 14.6394 8.3562 -1.74 -0.01 -0.45
C 4.7753 13.5428 8.4767 -0.03 -0.35 0.53
C 5.2630 12.3847 9.1300 -0.43 0.13 -1.28
I 3.9256 10.7703 9.2272 -0.05 0.15 0.23
C 8.0594 8.2606 10.3098 -0.28 0.88 -0.04
O 8.0997 9.0799 11.4001 0.74 -2.42 -0.88
H 9.1811 5.4754 11.7455 0.09 -0.04 0.22
H 8.7061 7.0947 12.5048 0.58 -0.90 -0.78
H 10.2062 6.9160 11.5760 0.99 0.07 0.27
H 7.7812 5.9354 7.3499 0.04 -0.42 -0.57
H 6.4212 7.4887 6.1963 0.62 0.26 -0.43
H 7.4892 8.9662 6.1132 1.16 0.27 -1.31
H 4.9307 8.8065 7.1041 0.42 0.39 -0.14
H 6.8227 10.3807 8.0400 -0.30 0.52 -0.56
H 8.4968 13.2569 9.5349 -0.58 0.42 -0.21
H 7.5907 15.3318 8.4103 0.05 0.27 0.63
H 5.2031 15.5201 7.8788 0.28 0.03 -0.04
H 3.7721 13.6385 8.0076 0.72 -0.51 0.79
N 9.7471 11.3216 11.6730 0.11 0.59 1.48
C 10.0033 12.6996 12.0315 0.35 0.35 -0.08
C 11.2349 13.2943 12.1010 0.42 -1.21 -0.31
C 11.3398 14.6059 12.5579 0.46 0.39 -0.22
C 10.2340 15.3825 12.7103 0.01 -0.31 -0.21
C 8.9617 14.8442 12.5322 -0.72 -0.17 0.04
C 7.7655 15.6121 12.6532 -1.51 -1.62 -0.25
C 6.5459 14.9304 12.6044 1.90 0.31 -0.05
C 6.5834 13.5279 12.4186 -1.06 -0.17 0.96
N 7.6637 12.7748 12.2911 -0.06 1.40 -0.07
C 8.8710 13.4552 12.2945 -0.90 -0.06 0.13
H 10.4971 10.7315 11.9969 0.37 -0.42 0.17
H 9.6435 11.2166 10.7013 0.13 -0.16 -1.77
H 12.1078 12.7214 11.7619 -0.21 0.30 0.52
H 12.2999 15.0569 12.7339 0.31 -0.07 -0.14
H 10.3281 16.4135 12.9315 0.10 0.84 0.32
H 7.7799 16.6785 12.7729 0.22 0.29 0.21
H 5.5976 15.4129 12.8108 0.12 -0.07 -0.26
H 5.6478 12.9781 12.5293 0.26 0.27 -0.36
S 5.8885 12.9612 15.5296 -0.25 0.35 0.12
Sb 5.9291 10.7890 15.1161 -0.74 0.08 0.03
S 5.3646 10.5164 12.5791 1.09 -0.25 0.41
S 8.3211 10.6012 14.5685 0.81 -0.69 -0.35
S 5.1720 9.0108 16.1879 0.15 -0.01 -0.19
N 10.3903 7.5297 15.2070 -0.05 0.87 0.09
N 10.8917 8.8167 15.3606 -0.10 0.55 -0.18
N 10.7008 9.5606 16.4528 -0.17 -0.78 -0.54
C 11.2707 10.6801 16.0936 1.28 -0.20 0.30
N 11.8576 10.5910 14.8856 -0.53 1.19 -0.87
N 11.5224 9.4502 14.3820 0.16 -0.87 0.77
H 10.8716 6.9946 15.9300 -0.67 -0.26 -0.12
H 9.3897 7.6707 15.3766 0.29 -0.83 0.25
H 11.4454 11.5024 16.7483 -0.23 0.39 0.25
```
Forces are in eV/Å.

These are the Mulliken partial charges, in e, on atoms 1 to 6: 0.689, -1.133, 0.161, -0.648, -0.825, 0.141

=====

DFT (ωB97M-V with the def2-TZVPD basis set) results for one molecule with the formula C6H12 at a distorted geometry.

Results
frontier orbital gap = 9.79 eV
SMILES = C/C=C/CCC
relative energy (zero: lowest compared OMol25 entry of this formula, charge and spin) = 73.8 kcal per mole
charge = 0
HOMO = -8.67 eV

```
18
Properties=species:S:1:pos:R:3:forces:R:3
C 0.7010 1.1047 2.2796 2.12 -1.36 2.35
C -0.6219 1.1194 1.6676 -5.86 -1.28 0.19
C -0.6071 0.7578 0.2314 1.78 -0.50 -1.71
C -0.2352 -0.6724 -0.2745 0.71 1.67 -1.61
C -0.4074 -1.0153 -1.5860 1.48 -0.31 -0.19
C 0.8635 -1.5088 -2.4074 -2.84 0.90 -0.21
H 0.8894 1.6926 3.2474 -0.48 -0.64 -1.60
H 1.3851 1.3886 1.4805 0.39 0.56 0.31
H 1.0581 0.0361 2.5174 -0.72 1.38 -0.23
H -1.2750 2.0353 1.6781 1.47 -0.04 0.43
H -1.5364 0.3949 1.9784 2.46 0.97 0.71
H 0.1867 1.4804 -0.2094 -1.18 -1.23 -0.05
H -1.5483 0.9634 -0.1951 -1.16 0.64 -0.69
H 0.6716 -1.0615 0.1805 0.14 -0.09 -0.02
H -1.2489 -0.8111 -2.2720 0.23 0.65 0.91
H 1.2302 -0.5541 -2.9217 0.27 -1.41 1.20
H 0.6061 -2.1777 -3.2230 -0.28 -0.12 -0.19
H 1.4243 -2.0994 -1.7256 1.48 0.21 0.40
```
Forces are in eV/Å.

These are the Mulliken partial charges, in e, on atoms 1 to 6: -1.024, -0.173, -0.696, -0.327, -0.204, -1.014